{"formula": "C9H15AsF6O3S5Se2Ti", "method": "the ωB97M-V functional and the def2-TZVPD basis", "elements": ["Ti", "S", "C", "S", "C", "C", "S", "S", "S", "C", "Se", "C", "C", "Se", "C", "H", "H", "H", "H", "H", "H", "H", "H", "H", "H", "F", "As", "F", "F", "F", "F", "F", "O", "C", "O", "H", "C", "O", "H", "H", "H", "H"], "coordinates": [[-0.74694, 0.28368, 0.71559], [-0.22706, 6.49734, -3.60235], [-0.34253, 5.10824, -2.73736], [-1.83003, 4.29370, -2.41667], [-1.22023, 3.00300, -1.39595], [0.17584, 3.02013, -1.20192], [1.08694, 1.94256, -0.28685], [1.01645, 4.31820, -2.01685], [-2.31780, 1.91652, -0.75658], [1.19010, -2.70191, 2.78863], [0.33902, -2.50673, 1.06117], [1.73849, -3.26501, -0.06047], [3.14294, -2.70746, 0.07954], [3.39292, -0.89546, -0.59922], [3.48870, 0.02699, 1.10838], [1.50247, -3.73311, 2.94419], [0.42841, -2.43138, 3.51600], [2.02586, -2.01447, 2.89206], [1.36589, -3.12788, -1.07597], [1.75213, -4.33735, 0.14692], [3.83411, -3.34066, -0.47960], [3.47561, -2.71013, 1.11766], [4.27230, -0.42305, 1.71503], [2.52816, 0.00535, 1.61833], [3.75061, 1.05935, 0.88843], [-2.61341, -1.11941, 0.09550], [-3.56499, -1.51690, 1.55833], [-3.07473, -3.16187, 1.39394], [-2.06514, -1.17089, 2.42463], [-4.38909, -1.86678, 3.02537], [-3.97107, 0.15536, 1.66809], [-4.95120, -1.81574, 0.58112], [0.56287, 0.40913, 2.54206], [-0.20218, 1.30911, 2.98813], [-1.20525, 1.69723, 2.35196], [0.02494, 1.76398, 3.96593], [-1.08985, -0.90365, -2.51444], [-0.22463, -0.77950, -1.38386], [-0.55310, -1.35572, -3.35148], [-1.49511, 0.06492, -2.81087], [-1.90935, -1.54941, -2.21295], [0.54265, -0.23083, -1.60515]], "mulliken_spin": [1.94, 0.12, 0.01, -0.02, 0.09, 0.14, 0.29, -0.01, 0.38, 0.00, 0.01, 0.00, 0.00, 0.01, 0.00, 0.00, 0.00, 0.00, 0.00, 0.00, 0.00, 0.00, 0.00, 0.00, 0.00, 0.00, 0.00, 0.00, 0.00, 0.00, 0.01, 0.00, -0.01, 0.03, -0.01, 0.00, 0.00, -0.01, 0.00, 0.00, 0.00, 0.00], "e_homo_ev": [-3.9, -6.1], "orbital_gap_ev": [5.93, 6.65], "spin_multiplicity": 4, "total_energy_ev": -300854.787, "e_lumo_ha": [0.073, 0.019], "relative_energy_ev": 0.000, "s_squared": 3.77, "total_charge": -1}

{"formula": "C9H15ClN4", "method": "the ωB97M-V functional and the def2-TZVPD basis", "elements": ["C", "C", "C", "C", "C", "C", "C", "C", "C", "N", "N", "N", "N", "Cl", "H", "H", "H", "H", "H", "H", "H", "H", "H", "H", "H", "H", "H", "H", "H"], "coordinates": [[-0.46579, 2.87168, -0.76486], [0.67443, 3.59722, -0.60986], [0.98616, 1.44472, -0.05683], [1.42639, -0.18188, 0.84561], [2.53512, -2.12627, 1.31698], [1.50639, -1.73171, 2.42000], [-1.23596, 0.29892, -2.24111], [-2.52343, 0.67035, -0.05938], [-1.20533, 0.44927, -0.74942], [-0.25323, 1.53044, -0.44619], [1.62433, 2.64995, -0.13852], [2.21894, -1.05051, 0.30772], [0.99818, -0.44906, 2.03667], [0.98867, 5.25475, -0.67312], [-1.47025, 3.19434, -1.10780], [3.61400, -1.98361, 1.42984], [2.30163, -3.11499, 0.98290], [0.65625, -2.32380, 2.41164], [1.97762, -1.73080, 3.37028], [-1.32376, 1.24011, -2.81742], [-2.03333, -0.31040, -2.69405], [-0.21372, -0.23621, -2.49350], [-3.27282, -0.03338, -0.47201], [-3.01456, 1.68970, -0.28323], [-2.49958, 0.48693, 1.05295], [-0.75948, -0.49998, -0.25117], [2.54952, 2.91320, 0.17143], [2.75587, -0.89559, -0.51728], [0.63936, 0.14242, 2.80959]], "lowdin_charge": [-0.01, -0.64, -0.01, -0.11, 0.00, -0.07, -0.03, -0.04, -0.40, -0.01, 0.15, 0.13, 0.11, 0.85, 0.17, 0.15, 0.13, 0.12, 0.14, 0.10, 0.10, 0.13, 0.11, 0.12, 0.10, 0.16, 0.18, 0.17, 0.21], "e_homo_ev": -16.9, "orbital_gap_ev": 9.48, "spin_multiplicity": 1, "total_energy_ev": -28040.918, "e_lumo_ha": -0.274, "total_charge": 2}

{"formula": "C9H15F3NS2", "method": "the ωB97M-V functional and the def2-TZVPD basis", "elements": ["C", "C", "N", "C", "C", "F", "F", "F", "C", "H", "H", "H", "H", "H", "H", "H", "H", "C", "C", "S", "C", "S", "C", "H", "H", "H", "H", "H", "H", "H"], "coordinates": [[0.43815, 3.20473, 0.91003], [0.58468, 1.71838, 1.21700], [0.56965, 0.96500, -0.08014], [0.22835, 1.95348, -1.21153], [-1.10147, 1.65800, -1.84847], [-1.44521, 2.61118, -2.75956], [-1.12974, 0.45525, -2.46544], [-2.06693, 1.63587, -0.86861], [0.20890, 3.36811, -0.58734], [-0.40108, 3.61251, 1.48481], [1.32734, 3.75608, 1.22806], [1.48665, 1.45074, 1.77014], [-0.27598, 1.34210, 1.76633], [1.52787, 0.67411, -0.26079], [0.99848, 1.89222, -1.99193], [-0.75022, 3.87775, -0.76767], [1.00300, 3.97392, -1.04234], [0.41237, -3.97535, 0.55317], [-0.00710, -3.34932, -0.77699], [0.59174, -1.65456, -0.98986], [-0.19339, -0.71537, 0.25703], [0.01243, -1.47251, 1.81401], [-0.35200, -3.28600, 1.67038], [0.17465, -5.04876, 0.53595], [1.48782, -3.81550, 0.70064], [0.48323, -3.89145, -1.60056], [-1.09984, -3.39985, -0.91294], [-1.22583, -0.38245, 0.09779], [-1.43695, -3.41994, 1.53150], [-0.04957, -3.73839, 2.62733]], "lowdin_charge": [-0.13, -0.14, 0.00, -0.12, -0.55, 0.16, 0.13, 0.13, -0.09, 0.13, 0.12, 0.14, 0.11, 0.13, 0.18, 0.13, 0.13, -0.30, -0.45, 0.90, -0.78, 0.89, -0.42, 0.13, 0.12, 0.09, 0.10, 0.07, 0.09, 0.10], "e_homo_ev": -12.4, "orbital_gap_ev": 8.09, "spin_multiplicity": 1, "total_energy_ev": -40881.770, "e_lumo_ha": -0.160, "relative_energy_ev": 0.000, "total_charge": 1}

{"formula": "C9H15INP", "method": "the ωB97M-V functional and the def2-TZVPD basis", "elements": ["C", "C", "C", "C", "C", "C", "C", "C", "C", "N", "P", "I", "H", "H", "H", "H", "H", "H", "H", "H", "H", "H", "H", "H", "H", "H", "H"], "coordinates": [[2.68768, 0.61506, 1.65188], [1.05799, -1.01484, 0.69317], [0.61039, 1.39595, 0.22202], [1.45430, -0.20169, 1.90232], [1.39940, 1.35015, 1.46112], [0.01931, -0.08243, 0.08171], [-0.12405, -0.23957, -1.49763], [-1.33345, -0.08204, 0.76395], [-0.81675, -1.57520, -1.82537], [-4.08958, 0.88237, -1.88356], [-3.86509, 1.25324, -0.44073], [-0.62593, -2.14206, -3.90249], [3.01686, 0.98096, 2.68415], [3.50518, 0.48629, 0.92384], [1.96305, -1.19264, 0.11919], [0.64246, -1.91420, 0.94479], [-0.09088, 2.17495, 0.22374], [1.24887, 1.56235, -0.61508], [1.16182, -0.63979, 2.92764], [1.24850, 2.03399, 2.21602], [0.90731, -0.37078, -1.75762], [-0.48433, 0.59316, -2.01728], [-1.43768, 0.79168, 1.40699], [-1.82265, -1.02250, 0.96826], [-1.86903, -1.40067, -1.63085], [-0.59715, -2.36609, -1.20058], [-3.76656, 0.12432, -2.41961]], "mulliken_spin": [0.01, -0.01, 0.06, 0.03, -0.02, -0.20, 0.07, 1.04, 0.00, 0.19, 0.80, 0.00, 0.00, 0.00, 0.00, 0.00, -0.02, 0.00, 0.01, 0.00, 0.01, 0.00, -0.02, 0.02, 0.00, 0.00, 0.02], "e_homo_ev": [-6.7, -9.3], "orbital_gap_ev": [6.57, 8.34], "spin_multiplicity": 3, "total_energy_ev": -28449.915, "e_lumo_ha": [-0.005, -0.034], "s_squared": 2.01, "total_charge": 0}

{"formula": "C9H15N2", "method": "the ωB97M-V functional and the def2-TZVPD basis", "elements": ["C", "C", "C", "C", "C", "C", "C", "C", "C", "N", "N", "H", "H", "H", "H", "H", "H", "H", "H", "H", "H", "H", "H", "H", "H", "H"], "coordinates": [[-3.43057, 1.02484, 0.47466], [-3.00205, 0.94338, -0.86483], [-2.60141, 0.60758, 1.52055], [-1.66700, 0.61329, -1.15275], [-1.37989, 0.07615, 1.18612], [-0.87847, 0.09085, -0.10997], [1.54041, -2.50933, -1.00314], [1.37726, 0.42233, -0.70041], [0.80088, -1.73179, 0.13072], [2.80866, 1.76184, 0.85355], [0.46647, -0.40701, -0.33265], [-4.42349, 1.39406, 0.65996], [-3.70283, 1.34839, -1.55178], [-2.82203, 0.48620, 2.52710], [-1.25686, 0.54780, -2.18838], [-0.82322, -0.40103, 2.00348], [1.62399, -3.66779, -0.76942], [1.03400, -2.21525, -1.91767], [2.56653, -2.09583, -0.97226], [2.30637, 2.76501, 0.88330], [2.39655, 0.08362, -0.66892], [1.17060, 1.32396, -1.38932], [1.39294, -1.68047, 0.99608], [-0.10077, -2.24880, 0.34822], [3.53741, 1.82776, 0.28498], [3.06652, 1.64022, 1.75279]], "lowdin_charge": [-0.04, -0.04, -0.04, 0.00, -0.03, -0.21, -0.04, 0.12, -0.18, 0.08, -0.08, 0.11, 0.10, 0.10, 0.13, 0.13, 0.14, 0.08, 0.07, 0.14, 0.09, 0.17, 0.12, 0.12, -0.02, 0.00], "e_homo_ev": -13.0, "orbital_gap_ev": 9.11, "spin_multiplicity": 1, "total_energy_ev": -12548.321, "e_lumo_ha": -0.143, "relative_energy_ev": 1.566, "total_charge": 1}

{"formula": "C9H15N2O2S", "method": "the ωB97M-V functional and the def2-TZVPD basis", "elements": ["C", "C", "C", "C", "C", "C", "C", "C", "C", "N", "N", "O", "O", "S", "H", "H", "H", "H", "H", "H", "H", "H", "H", "H", "H", "H", "H", "H", "H"], "coordinates": [[1.85374, -1.88492, -0.08868], [0.71725, -2.49572, 0.13840], [-1.87523, 1.01076, -0.94564], [-2.34476, 1.20351, -2.35358], [-1.04740, 1.16823, -3.18658], [0.14069, 1.35537, -2.21448], [0.36816, -1.39421, 3.49346], [1.17925, -0.33762, 3.05587], [0.28932, 1.12444, 0.24364], [-0.52595, 0.93073, -0.95199], [0.74037, -0.11467, 0.82116], [-2.47228, 0.81773, 0.08165], [1.84180, -0.53702, 0.08165], [-0.49917, -1.33609, 0.62293], [2.78008, -2.51843, -0.07208], [0.41487, -3.59738, 0.35009], [-3.08656, 0.48721, -2.56984], [-2.88578, 2.11710, -2.38887], [-0.86540, 0.19514, -3.62661], [-0.96252, 1.93626, -3.92792], [1.03000, 0.81702, -2.47980], [0.57308, 2.35018, -1.97583], [0.85495, -2.33283, 3.40373], [0.08999, -1.33109, 4.53019], [-0.44475, -1.39841, 2.75622], [2.26822, -0.46835, 2.94733], [0.98513, 0.72410, 3.37634], [-0.26715, 1.70215, 0.94648], [1.15002, 1.80681, -0.06726]], "lowdin_charge": [-0.19, -0.31, -0.50, -0.04, -0.11, -0.11, -0.15, 0.07, -0.16, -0.09, -0.31, 0.06, -0.07, 1.12, 0.16, 0.14, 0.12, 0.12, 0.12, 0.11, 0.11, 0.13, 0.09, 0.12, 0.02, 0.11, 0.12, 0.14, 0.17], "e_homo_ev": [-12.3, -12.3], "orbital_gap_ev": [7.60, 7.60], "spin_multiplicity": 1, "total_energy_ev": -27474.611, "e_lumo_ha": [-0.172, -0.172], "relative_energy_ev": 3.030, "total_charge": 1}

Repeat the first record exactly.
{"formula": "C9H15AsF6O3S5Se2Ti", "method": "the ωB97M-V functional and the def2-TZVPD basis", "elements": ["Ti", "S", "C", "S", "C", "C", "S", "S", "S", "C", "Se", "C", "C", "Se", "C", "H", "H", "H", "H", "H", "H", "H", "H", "H", "H", "F", "As", "F", "F", "F", "F", "F", "O", "C", "O", "H", "C", "O", "H", "H", "H", "H"], "coordinates": [[-0.74694, 0.28368, 0.71559], [-0.22706, 6.49734, -3.60235], [-0.34253, 5.10824, -2.73736], [-1.83003, 4.29370, -2.41667], [-1.22023, 3.00300, -1.39595], [0.17584, 3.02013, -1.20192], [1.08694, 1.94256, -0.28685], [1.01645, 4.31820, -2.01685], [-2.31780, 1.91652, -0.75658], [1.19010, -2.70191, 2.78863], [0.33902, -2.50673, 1.06117], [1.73849, -3.26501, -0.06047], [3.14294, -2.70746, 0.07954], [3.39292, -0.89546, -0.59922], [3.48870, 0.02699, 1.10838], [1.50247, -3.73311, 2.94419], [0.42841, -2.43138, 3.51600], [2.02586, -2.01447, 2.89206], [1.36589, -3.12788, -1.07597], [1.75213, -4.33735, 0.14692], [3.83411, -3.34066, -0.47960], [3.47561, -2.71013, 1.11766], [4.27230, -0.42305, 1.71503], [2.52816, 0.00535, 1.61833], [3.75061, 1.05935, 0.88843], [-2.61341, -1.11941, 0.09550], [-3.56499, -1.51690, 1.55833], [-3.07473, -3.16187, 1.39394], [-2.06514, -1.17089, 2.42463], [-4.38909, -1.86678, 3.02537], [-3.97107, 0.15536, 1.66809], [-4.95120, -1.81574, 0.58112], [0.56287, 0.40913, 2.54206], [-0.20218, 1.30911, 2.98813], [-1.20525, 1.69723, 2.35196], [0.02494, 1.76398, 3.96593], [-1.08985, -0.90365, -2.51444], [-0.22463, -0.77950, -1.38386], [-0.55310, -1.35572, -3.35148], [-1.49511, 0.06492, -2.81087], [-1.90935, -1.54941, -2.21295], [0.54265, -0.23083, -1.60515]], "mulliken_spin": [1.94, 0.12, 0.01, -0.02, 0.09, 0.14, 0.29, -0.01, 0.38, 0.00, 0.01, 0.00, 0.00, 0.01, 0.00, 0.00, 0.00, 0.00, 0.00, 0.00, 0.00, 0.00, 0.00, 0.00, 0.00, 0.00, 0.00, 0.00, 0.00, 0.00, 0.01, 0.00, -0.01, 0.03, -0.01, 0.00, 0.00, -0.01, 0.00, 0.00, 0.00, 0.00], "e_homo_ev": [-3.9, -6.1], "orbital_gap_ev": [5.93, 6.65], "spin_multiplicity": 4, "total_energy_ev": -300854.787, "e_lumo_ha": [0.073, 0.019], "relative_energy_ev": 0.000, "s_squared": 3.77, "total_charge": -1}

Copy entry 6 word for word.
{"formula": "C9H15N2O2S", "method": "the ωB97M-V functional and the def2-TZVPD basis", "elements": ["C", "C", "C", "C", "C", "C", "C", "C", "C", "N", "N", "O", "O", "S", "H", "H", "H", "H", "H", "H", "H", "H", "H", "H", "H", "H", "H", "H", "H"], "coordinates": [[1.85374, -1.88492, -0.08868], [0.71725, -2.49572, 0.13840], [-1.87523, 1.01076, -0.94564], [-2.34476, 1.20351, -2.35358], [-1.04740, 1.16823, -3.18658], [0.14069, 1.35537, -2.21448], [0.36816, -1.39421, 3.49346], [1.17925, -0.33762, 3.05587], [0.28932, 1.12444, 0.24364], [-0.52595, 0.93073, -0.95199], [0.74037, -0.11467, 0.82116], [-2.47228, 0.81773, 0.08165], [1.84180, -0.53702, 0.08165], [-0.49917, -1.33609, 0.62293], [2.78008, -2.51843, -0.07208], [0.41487, -3.59738, 0.35009], [-3.08656, 0.48721, -2.56984], [-2.88578, 2.11710, -2.38887], [-0.86540, 0.19514, -3.62661], [-0.96252, 1.93626, -3.92792], [1.03000, 0.81702, -2.47980], [0.57308, 2.35018, -1.97583], [0.85495, -2.33283, 3.40373], [0.08999, -1.33109, 4.53019], [-0.44475, -1.39841, 2.75622], [2.26822, -0.46835, 2.94733], [0.98513, 0.72410, 3.37634], [-0.26715, 1.70215, 0.94648], [1.15002, 1.80681, -0.06726]], "lowdin_charge": [-0.19, -0.31, -0.50, -0.04, -0.11, -0.11, -0.15, 0.07, -0.16, -0.09, -0.31, 0.06, -0.07, 1.12, 0.16, 0.14, 0.12, 0.12, 0.12, 0.11, 0.11, 0.13, 0.09, 0.12, 0.02, 0.11, 0.12, 0.14, 0.17], "e_homo_ev": [-12.3, -12.3], "orbital_gap_ev": [7.60, 7.60], "spin_multiplicity": 1, "total_energy_ev": -27474.611, "e_lumo_ha": [-0.172, -0.172], "relative_energy_ev": 3.030, "total_charge": 1}

> What is the formula in the first record?

C9H15AsF6O3S5Se2Ti